Entry 1:
Entry from the Open Molecules 2025 dataset: a molecular structure, C14H33N2O11PbS2 (wB97M-V/def2-TZVPD).

## Properties
* LUMO energy: 4.7 eV
* largest force on an atom: 5.60 eV Å⁻¹
* net charge: -3
* energy above the lowest of the compared OMol25 structures with the same formula, charge and spin: 0.0000 eV

```
63
Properties=species:S:1:pos:R:3:lowdin_charge:R:1
Pb -0.655 -0.514 -0.849 1.3641
C -2.006 -5.765 3.936 -0.0251
C -2.585 -4.697 2.910 -0.2471
C -1.702 -3.442 2.789 -0.1997
O -2.225 -2.456 1.902 -0.2013
C -3.170 -1.607 2.591 -0.0745
N -2.738 -5.150 1.449 0.2634
H -3.112 -6.064 1.238 0.1681
H -3.242 -4.501 0.863 0.1577
H -1.804 -5.178 1.067 0.1610
H -2.725 -6.526 4.239 0.0669
H -1.468 -5.334 4.781 0.0779
H -1.234 -6.375 3.469 0.0811
H -3.597 -4.400 3.187 0.1324
H -0.642 -3.660 2.660 0.1512
H -1.634 -2.960 3.764 0.1141
H -4.096 -2.090 2.902 0.0800
H -3.522 -0.831 1.911 0.1000
H -2.721 -1.175 3.485 0.0837
C 0.021 -0.545 -5.944 -0.3829
O -0.176 -0.999 -4.611 -0.3502
H -0.845 -0.366 -6.581 0.0140
H 0.509 0.426 -6.035 0.0270
H 0.322 -1.379 -6.578 0.0427
C 3.179 1.379 -0.720 -0.0424
C 2.866 2.852 -0.270 -0.4904
C 3.140 3.877 -1.373 -0.1774
C 2.800 5.253 -1.038 -0.2322
C 1.296 5.304 -0.781 -0.1835
C 0.934 4.314 0.370 -0.4387
N 1.496 2.951 0.168 -0.1885
O 1.060 2.009 1.202 -0.3591
C -0.643 4.379 0.219 -0.0679
C 1.322 5.052 1.724 -0.0630
C 3.863 3.093 0.936 -0.0518
H 2.745 0.930 -1.614 0.0712
H 2.711 0.736 0.025 0.0555
H 4.254 1.229 -0.819 0.0727
H 2.553 3.637 -2.259 0.1263
H 4.190 3.909 -1.666 0.1152
H 3.032 5.888 -1.892 0.1054
H 3.224 5.657 -0.119 0.0956
H 0.850 4.903 -1.691 0.1026
H 0.785 6.257 -0.913 0.1064
H -1.188 3.851 1.001 0.0612
H -1.031 3.955 -0.706 0.0727
H -1.008 5.406 0.251 0.0588
H 1.495 4.354 2.543 0.0563
H 0.574 5.664 2.228 0.0548
H 2.240 5.640 1.716 0.0477
H 3.956 2.232 1.598 0.0661
H 3.461 3.762 1.697 0.0413
H 4.885 3.443 0.792 0.0620
S -4.297 -2.296 -2.169 0.0348
O -3.012 -2.884 -1.836 -0.4625
O -4.325 -2.543 -3.631 -0.4337
O -5.449 -2.852 -1.488 -0.4619
O -4.065 -0.928 -1.840 -0.4777
S 1.445 -4.925 -1.650 0.0036
O 0.846 -5.907 -0.786 -0.5014
O 0.794 -5.001 -2.958 -0.4371
O 1.240 -3.622 -1.094 -0.4781
O 2.825 -5.371 -1.702 -0.4678
```



Entry 2:
Entry from the Open Molecules 2025 dataset: a molecular structure, C14H33N7O6Sc (wB97M-V/def2-TZVPD).

## Properties
* LUMO energy: -4.6 eV
* largest force on an atom: 4.10 eV Å⁻¹
* net charge: +1

```
61
Properties=species:S:1:pos:R:3:lowdin_charge:R:1
O 0.403 -0.626 -3.471 0.0379
H 0.473 -1.441 -4.001 0.1561
Sc 0.675 0.049 0.574 1.0699
N 1.607 -1.747 -0.418 -0.2502
N -0.811 -1.683 0.009 -0.1699
N 1.042 2.295 0.845 -0.1819
N -1.172 1.217 0.956 -0.0795
O 2.881 -1.696 -0.284 -0.1671
O 2.047 2.819 0.189 -0.1717
O -2.465 0.727 0.888 -0.0874
O -2.097 -1.646 0.226 -0.2211
C -0.365 -2.922 -0.365 -0.2850
C 0.999 -2.950 -0.678 -0.2962
C 0.089 3.134 1.325 -0.2604
C -1.154 2.477 1.459 -0.2442
C 1.672 -4.141 -1.273 -0.0251
H 1.398 -4.237 -2.339 0.0853
H 1.347 -5.070 -0.778 0.0823
H 2.761 -4.061 -1.202 0.0783
C -1.321 -4.052 -0.498 -0.0183
H -1.868 -3.988 -1.448 0.0945
H -2.059 -4.025 0.304 0.0833
H -0.822 -5.023 -0.469 0.0766
C 0.254 4.588 1.561 -0.0115
C -2.428 3.096 1.915 -0.0085
H 1.088 4.991 0.988 0.0830
H 0.422 4.814 2.621 0.0997
H -0.655 5.119 1.265 0.0858
H -3.009 2.408 2.544 0.0929
H -3.065 3.371 1.056 0.1111
H -2.240 4.008 2.502 0.0871
H 1.896 1.722 -0.936 0.0738
H -2.334 -0.262 0.572 0.0064
C -1.194 0.134 -3.697 0.2905
H -1.437 -0.244 -4.675 0.0964
H -0.770 1.127 -3.614 0.0939
H -1.677 -0.392 -2.858 0.1097
O 1.419 0.859 -1.315 -0.1456
H 0.920 -0.747 -2.634 0.1187
H 0.869 1.152 -2.074 0.0676
C -1.345 -1.143 4.327 -0.0323
N -0.075 -0.519 4.681 -0.1283
C -0.135 0.415 5.783 -0.0500
C 0.867 -0.418 3.698 -0.3816
N 0.591 -0.782 2.466 0.0423
N 2.087 0.117 3.962 -0.1278
C 2.740 -0.044 5.242 -0.0438
C 2.961 0.403 2.835 -0.0304
H -1.932 -1.307 5.235 0.1034
H -1.141 -2.112 3.866 0.1004
H -1.928 -0.535 3.613 0.1039
H 0.362 0.017 6.672 0.0901
H 0.316 1.384 5.550 0.0974
H -1.183 0.595 6.045 0.0959
H -0.314 -1.288 2.412 0.0575
H 3.812 -0.177 5.061 0.0946
H 2.620 0.848 5.865 0.0913
H 2.380 -0.917 5.795 0.1022
H 3.036 -0.438 2.130 0.0843
H 2.612 1.293 2.302 0.0693
H 3.961 0.611 3.233 0.1043
```



DFT total energy: -2479.0419; -2148.2673 (Eh)
HOMO energy: 1.961; -8.841 (eV)